{
  "formula": "C6H11N",
  "method": "ωB97M-V with the def2-TZVPD basis set",
  "homo_lumo_gap_ev": [9.8703, 6.8765],
  "total_charge": 1,
  "lumo_ha": [-0.1422, -0.2606],
  "s_squared": 0.766,
  "spin_multiplicity": 2,
  "energy_ev": -7881.0896,
  "species": ["C", "C", "N", "C", "C", "C", "C", "H", "H", "H", "H", "H", "H", "H", "H", "H", "H", "H"],
  "coordinates": [[-1.905178, -0.954545, -0.565760], [-1.075211, -0.740282, 0.715289], [2.609829, -0.220184, 0.095701], [1.435389, -0.845508, 0.328421], [0.281080, -0.129015, 0.503514], [0.280126, 1.316196, 0.376258], [-0.264584, 2.074642, -0.593039], [-2.314505, -0.017782, -1.001694], [-1.406297, -1.533119, -1.362796], [-2.744530, -1.570792, -0.194794], [-1.619637, -0.236710, 1.516969], [-0.785500, -1.740809, 1.077018], [3.422026, -0.819355, 0.024320], [2.635008, 0.585368, -0.516903], [1.502428, -1.914216, 0.508750], [0.860060, 1.928758, 1.092953], [-0.661957, 3.066125, -0.379101], [-0.248546, 1.751227, -1.625105]],
  "atomic_forces_ev_per_a": [[-0.83, 0.13, 0.04], [1.64, -1.45, -0.08], [-0.72, -1.21, -0.77], [1.86, -0.08, 0.79], [-1.30, 1.57, -1.14], [0.58, 0.99, 0.08], [-0.12, -0.07, -0.01], [0.31, -0.58, 0.36], [0.05, 0.33, 0.52], [0.14, 0.37, -0.53], [0.03, 0.14, -0.32], [-0.66, 0.05, 0.15], [0.10, 0.12, 0.04], [-0.06, 0.41, 0.46], [-0.13, 0.06, 0.09], [-0.80, -0.57, 0.55], [1.01, 0.19, -0.19], [-1.09, -0.41, -0.03]]
}